No. 1
This record from the OMol25 dataset describes a cluster of 4 separate species, C23H49N4O7 in total at a distorted geometry. The level of theory is ωB97M-V/def2-TZVPD.

Calculated values
E (eV): -44928.59409
Lowest unoccupied orbital energy (eV): -3.055
Orbital gap (hartree): 0.276
Charge: +1
HOMO energy (hartree): -0.38851

Last column: Mulliken charge in e.
Positions of all 83 atoms, in Å:
C  1.87662  -5.72223  -0.56487  -0.5990
O  1.88585  -5.93963  -1.96597  -0.4153
C  1.40708  -4.86162  -2.71662  -0.4163
C  -0.09829  -4.67579  -2.64739  -0.2709
C  -0.62285  -3.79833  -3.78987  -0.6901
C  -2.03312  -3.27230  -3.48019  -1.1006
N  -2.01407  -1.84172  -3.09797  -0.1448
C  -2.10959  -1.47563  -1.82812  0.3641
N  -2.93705  -2.07207  -0.97595  -0.3143
N  -1.37677  -0.39214  -1.41612  0.0049
C  0.05624  -0.65452  -1.33686  -0.2283
C  0.92726  0.10923  -2.10477  -0.0130
C  2.28349  -0.18104  -2.03696  -0.5316
C  2.69577  -1.21472  -1.19576  -0.3869
N  1.87721  -1.93491  -0.43032  -0.5188
C  0.58438  -1.64399  -0.51612  -0.2337
H  1.19988  -4.92505  -0.26643  0.1831
H  2.88180  -5.52735  -0.19766  0.2536
H  1.53922  -6.63922  -0.08638  0.2725
H  1.92929  -3.92422  -2.49339  0.0769
H  1.64830  -5.08684  -3.75620  0.3744
H  -0.55198  -5.65955  -2.76256  0.2614
H  -0.44636  -4.26359  -1.69850  0.3123
H  -0.68466  -4.38803  -4.69873  0.4650
H  0.05113  -2.96477  -4.00299  0.4334
H  -2.64785  -3.36310  -4.37062  0.3513
H  -2.48994  -3.89566  -2.72028  0.5060
H  -1.22097  -1.37109  -3.52356  0.3081
H  -2.76497  -2.08084  0.01348  0.2032
H  -3.76946  -2.52660  -1.31442  0.2776
H  -1.73497  -0.03281  -0.52931  0.2368
H  0.55652  0.89435  -2.74587  0.5560
H  3.01769  0.35972  -2.61039  0.4677
H  3.74773  -1.45823  -1.15032  0.4610
H  -0.09262  -2.22713  0.10198  0.5109
C  4.90067  -4.73769  -3.67156  -0.8478
O  6.23678  -4.83765  -4.11749  -0.4028
C  6.41741  -4.36775  -5.44545  -0.4614
C  7.00108  -2.97338  -5.46937  -0.5163
O  6.10123  -2.01556  -4.92332  -0.3876
C  6.42093  -1.64880  -3.59482  -0.4416
H  4.89420  -4.90020  -2.59425  0.2802
H  4.48207  -3.74778  -3.88060  0.3719
H  4.27642  -5.50476  -4.14334  0.3806
H  5.47133  -4.39310  -5.99482  0.2932
H  7.11361  -5.05079  -5.94019  0.4038
H  7.18809  -2.68692  -6.50819  0.3848
H  7.95562  -2.95124  -4.93651  0.3172
H  7.30046  -0.99720  -3.57490  0.3856
H  6.60361  -2.52285  -2.96498  0.3099
H  5.57155  -1.09459  -3.19348  -0.0710
C  -2.85958  3.13390  3.94194  -0.6009
O  -1.48815  2.76330  3.97615  -0.3687
C  -1.25837  1.39837  3.69327  -0.8494
C  -0.77454  1.20280  2.27341  -0.1154
O  -1.77685  1.54836  1.31709  -0.3635
C  -1.57392  2.83759  0.74854  -0.8790
H  -2.91322  4.22078  3.95055  0.2217
H  -3.35694  2.76293  3.04226  0.2546
H  -3.37625  2.75225  4.82822  0.3060
H  -2.15954  0.80465  3.87728  0.3719
H  -0.47827  1.04902  4.37673  0.4061
H  -0.53363  0.14319  2.12560  0.2308
H  0.13595  1.78202  2.09874  0.3596
H  -0.74254  2.81585  0.03502  0.3009
H  -1.37341  3.58436  1.51710  0.4347
H  -2.48405  3.11160  0.21788  0.2647
C  -3.85507  9.02678  6.78495  -0.6745
O  -5.17168  8.50325  6.77711  -0.3732
C  -5.61287  8.10182  5.49144  -0.5617
C  -5.52769  6.60237  5.31316  -0.5104
O  -4.18291  6.14316  5.32555  -0.3022
C  -3.79676  5.57556  6.56596  -0.8684
H  -3.53481  9.09466  7.82303  0.2464
H  -3.16007  8.38162  6.24230  0.2708
H  -3.83787  10.02978  6.34604  0.3247
H  -5.04171  8.61144  4.70952  0.3378
H  -6.65982  8.40645  5.39837  0.3679
H  -5.95084  6.33904  4.33842  0.3687
H  -6.11467  6.09507  6.08431  0.3605
H  -4.25352  4.58674  6.68732  0.3057
H  -4.07770  6.21203  7.40713  0.4631
H  -2.71373  5.46091  6.55484  0.2557

Forces on the atoms, in the same order (eV/Å):
0.02 -0.50 0.10
-0.10 0.08 0.13
0.07 0.11 -0.49
-0.13 0.08 -0.28
-0.26 -0.07 0.40
-0.08 -0.10 -1.10
0.89 -0.87 0.74
-0.11 0.65 0.16
-0.44 -0.06 -0.41
0.22 -1.00 1.11
0.50 0.64 -0.62
0.27 -0.21 0.02
-0.31 -0.34 0.34
0.10 0.23 -0.16
-0.19 0.24 -0.28
-0.37 -0.03 0.06
0.03 0.22 0.00
0.11 0.28 -0.02
-0.06 -0.09 0.01
0.03 0.08 0.25
0.10 -0.12 -0.08
-0.09 -0.12 0.18
0.19 0.01 0.20
0.14 -0.05 -0.16
0.09 0.07 0.02
-0.17 0.10 -0.03
-0.14 0.22 0.30
-0.38 0.34 -0.35
-0.10 0.39 0.09
0.08 -0.29 0.03
0.05 0.36 -0.05
-0.11 0.10 -0.03
0.01 0.11 -0.11
0.09 -0.11 0.11
0.04 -0.10 0.10
0.00 -0.03 0.05
-0.10 0.14 -0.01
0.20 -0.15 0.11
-0.14 0.13 -0.20
0.00 -0.08 0.15
0.00 0.03 -0.07
0.03 -0.07 -0.01
-0.03 -0.01 -0.02
-0.05 0.03 0.01
-0.02 0.03 0.00
-0.01 0.02 -0.03
0.02 -0.01 0.01
0.00 -0.03 0.03
0.02 -0.03 0.06
0.01 0.00 0.00
-0.01 0.03 -0.04
0.03 0.07 0.08
-0.08 -0.01 -0.17
0.15 0.21 0.17
-0.14 -0.25 -0.03
0.15 -0.15 -0.22
-0.08 0.02 -0.08
0.03 0.00 0.06
0.00 -0.04 0.01
-0.06 -0.02 -0.04
-0.02 -0.02 -0.04
-0.01 -0.06 -0.02
0.04 0.01 0.03
-0.01 0.04 0.01
0.04 0.04 0.04
0.01 -0.02 0.01
-0.01 -0.04 0.00
-0.04 0.04 0.04
0.12 -0.08 -0.05
-0.17 0.07 0.21
0.11 -0.03 -0.25
0.01 0.01 0.10
0.02 -0.04 -0.08
-0.05 0.02 0.01
0.00 0.00 -0.02
0.05 -0.01 -0.03
0.03 -0.03 -0.02
0.00 -0.01 -0.05
-0.03 0.01 0.02
0.00 0.02 0.04
-0.01 0.02 0.10
-0.02 0.00 0.00
0.00 -0.01 -0.04



No. 2
This record from the OMol25 dataset describes a cluster of 6 separate species, C23H50BClO17Si in total at a distorted geometry. The level of theory is ωB97M-V/def2-TZVPD.

Calculated values
E (eV): -80546.53779
Lowest unoccupied orbital energy (eV): 0.073
Orbital gap (hartree): 0.386
Charge: 0
HOMO energy (hartree): -0.38328

Last column: Mulliken charge in e.
Positions of all 93 atoms, in Å:
O  -3.40248  0.25398  -1.04429  -0.4537
B  -3.48239  -1.11296  -1.62092  0.4634
O  -4.76784  -1.53074  -2.28175  -0.4443
Si  -2.01725  -2.38968  -1.57688  0.2943
C  -0.52067  -1.92659  -2.69847  -0.7719
C  0.79009  -1.34334  -1.90657  0.2300
C  1.43578  -2.35096  -0.78684  -0.3577
Cl  3.17583  -2.84110  -1.34050  -0.2554
H  -4.34799  0.61680  -1.08487  0.2883
H  -5.38168  -1.84700  -1.54226  0.2999
H  -1.64992  -2.69427  -0.19029  -0.1246
H  -2.57307  -3.64825  -2.13630  -0.2488
H  -0.22342  -2.85053  -3.35249  0.3815
H  -0.88257  -1.06137  -3.42857  0.2620
H  1.63453  -1.18501  -2.73574  0.4366
H  0.58630  -0.24786  -1.48044  -0.4770
H  1.58133  -1.74278  0.21097  0.2330
H  0.86927  -3.36352  -0.63728  0.2938
C  0.95567  3.46939  4.08957  -1.0100
C  1.34088  3.75753  2.64879  -0.3675
O  1.20161  2.58660  1.83379  -0.3060
C  -0.06894  2.25262  1.49760  0.7037
O  -1.08121  2.85440  1.81706  -0.5864
O  -0.02188  1.11076  0.76363  -0.1476
C  -1.30574  0.58688  0.43359  -0.0200
H  1.52539  2.61946  4.47825  0.3013
H  1.14197  4.34221  4.72214  0.3921
H  -0.10321  3.20581  4.17445  0.3110
H  2.39615  4.04746  2.60872  0.3263
H  0.76115  4.58923  2.23180  0.3267
H  -1.92725  1.33881  -0.06236  0.5031
H  -1.79782  0.21309  1.33706  0.3902
H  -1.16395  -0.25089  -0.25486  -0.8608
C  8.68094  -6.75919  -4.66277  -1.0775
C  7.69587  -7.77503  -4.11054  -0.1673
O  7.42074  -7.52650  -2.72590  -0.3595
C  6.59225  -6.48403  -2.46954  0.7425
O  6.06710  -5.75946  -3.29905  -0.5705
O  6.46979  -6.36762  -1.12186  -0.3432
C  5.70660  -5.23638  -0.71013  -0.6235
H  9.59023  -6.73369  -4.05401  0.2897
H  8.95003  -7.00221  -5.69486  0.3476
H  8.26195  -5.74818  -4.64805  0.3100
H  8.13745  -8.77534  -4.17099  0.2824
H  6.76619  -7.79653  -4.69100  0.3010
H  4.72280  -5.22386  -1.18931  0.2624
H  6.25670  -4.31648  -0.93213  0.3137
H  5.56160  -5.30012  0.37191  0.2941
C  -8.16162  -1.31213  -4.52758  -0.8933
C  -9.14669  -2.32798  -3.97535  -0.2082
O  -9.42182  -2.07944  -2.59071  -0.3381
C  -10.25031  -1.03697  -2.33435  0.7486
O  -10.77546  -0.31240  -3.16386  -0.5515
O  -10.37277  -0.92056  -0.98667  -0.3230
C  -11.13596  0.21068  -0.57494  -0.6213
H  -7.25233  -1.28664  -3.91882  0.1385
H  -7.89253  -1.55515  -5.55967  0.3457
H  -8.58061  -0.30113  -4.51286  0.3190
H  -8.70511  -3.32828  -4.03581  0.2838
H  -10.07638  -2.34948  -4.55581  0.3145
H  -12.11976  0.22319  -1.05412  0.2878
H  -10.58586  1.13058  -0.79694  0.2854
H  -11.28096  0.14694  0.50710  0.2245
C  1.51464  2.59694  -2.28391  -0.7946
C  2.97414  2.51753  -1.87061  -0.1624
O  3.78847  2.03031  -2.94493  -0.3217
C  4.04791  2.91952  -3.93531  0.7027
O  3.66135  4.07578  -3.98569  -0.5608
O  4.79270  2.28908  -4.88009  -0.3231
C  5.04673  3.08380  -6.03576  -0.6286
H  1.16901  1.63103  -2.66548  0.1354
H  0.88772  2.89020  -1.43677  0.1381
H  1.36638  3.32568  -3.08695  0.4110
H  3.07723  1.80387  -1.04640  0.2380
H  3.34754  3.48325  -1.51054  0.3462
H  5.49699  4.04447  -5.76739  0.2891
H  4.11756  3.23470  -6.59431  0.2857
H  5.74947  2.54058  -6.67370  0.2245
C  1.17638  5.28640  11.14967  -1.0837
C  1.56159  5.57454  9.70889  -0.1710
O  1.42232  4.40361  8.89389  -0.3382
C  0.15177  4.06963  8.55770  0.7421
O  -0.86050  4.67141  8.87716  -0.5515
O  0.19883  2.92777  7.82373  -0.3130
C  -1.08504  2.40388  7.49369  -0.6763
H  1.74610  4.43647  11.53836  0.2901
H  1.36268  6.15921  11.78224  0.3523
H  0.11750  5.02282  11.23456  0.3066
H  2.61686  5.86447  9.66882  0.2861
H  0.98185  6.40624  9.29190  0.3009
H  -1.70655  3.15582  6.99774  0.3066
H  -1.57711  2.03010  8.39716  0.3294
H  -0.94324  1.56612  6.80525  0.2206

Forces on the atoms, in the same order (eV/Å):
-2.91 -3.04 -1.78
-3.06 3.11 -0.08
1.33 0.43 3.13
1.19 -1.09 -1.04
0.99 1.01 -0.64
0.83 0.32 -1.18
-0.23 0.90 0.19
-1.51 0.38 0.54
1.85 -0.52 -0.06
1.00 0.58 -1.60
0.21 0.05 0.32
-0.03 0.03 0.09
-0.49 1.75 1.24
0.81 -1.87 1.35
-1.81 -0.31 1.87
0.38 -2.62 -0.64
-0.32 -1.58 -1.94
1.02 2.15 -0.27
-0.25 -0.21 0.11
-0.01 0.51 0.52
-0.84 -0.33 -0.60
-0.30 0.09 0.31
1.39 -0.79 -0.52
0.38 0.93 0.66
-0.40 0.19 -0.06
0.08 0.20 -0.04
0.04 -0.11 -0.09
0.12 0.16 -0.10
-0.16 -0.31 -0.23
-0.05 -0.29 0.02
0.46 -0.21 0.42
-0.04 0.15 -0.14
0.29 0.36 0.26
0.01 0.35 0.07
0.19 0.03 -0.62
-0.74 0.58 0.38
-0.01 0.36 -0.24
0.65 -1.05 1.13
0.19 -0.35 -1.13
-0.37 0.42 0.22
-0.07 -0.16 -0.11
-0.03 -0.03 0.14
-0.05 -0.22 -0.06
-0.15 0.15 0.35
0.10 0.17 0.22
0.30 0.04 -0.02
-0.20 -0.10 -0.09
0.19 -0.22 -0.23
0.01 0.34 0.11
0.21 0.02 -0.72
-0.77 0.64 0.47
0.03 0.30 -0.40
0.64 -1.05 1.18
0.14 -0.28 -1.04
-0.31 0.42 0.25
-0.04 -0.17 -0.13
-0.03 -0.03 0.15
-0.06 -0.21 -0.07
-0.15 0.16 0.35
0.10 0.16 0.23
0.27 0.05 -0.04
-0.20 -0.11 -0.09
0.20 -0.23 -0.23
-0.12 0.15 -0.32
-0.50 0.19 0.44
0.50 0.60 -0.82
-0.34 0.22 0.02
0.61 -1.51 0.08
-0.52 0.42 0.88
0.16 0.25 -0.47
0.07 0.04 0.18
0.11 -0.09 -0.04
0.09 -0.02 0.19
0.20 -0.03 -0.33
-0.04 -0.12 -0.26
-0.24 -0.14 0.00
0.15 0.14 0.14
-0.16 -0.12 0.33
-0.27 -0.21 0.10
-0.01 0.48 0.50
-0.87 -0.33 -0.57
-0.28 0.15 0.34
1.38 -0.79 -0.53
0.15 0.97 0.51
-0.48 -0.26 -0.19
0.08 0.19 -0.06
0.03 -0.09 -0.11
0.14 0.16 -0.09
-0.16 -0.31 -0.23
-0.05 -0.29 0.03
0.10 -0.07 0.24
-0.02 0.19 -0.15
0.27 0.21 0.17